{
  "formula": "C5H10O",
  "method": "ωB97M-V with the def2-TZVPD basis set",
  "smiles": "OCCC1CC1",
  "energy_ev": -7393.61925,
  "homo_energy_ev": -10.05,
  "de_lowest_kj_mol": 110.6,
  "elements": ["O", "C", "C", "C", "C", "C", "H", "H", "H", "H", "H", "H", "H", "H", "H", "H"],
  "coordinates": [[0.269184, -0.926355, -2.568983], [-0.367545, -0.765692, -1.314325], [0.579241, -0.267736, -0.244582], [-0.094609, -0.057342, 1.085979], [-0.880469, 1.199914, 1.331602], [0.431854, 0.982188, 2.034204], [0.946300, -1.610665, -2.455719], [-0.871805, -1.697827, -0.990876], [-1.156336, -0.017084, -1.462454], [1.411736, -0.973891, -0.132855], [1.031168, 0.680032, -0.578202], [-0.501563, -0.970446, 1.525088], [-0.915072, 1.960678, 0.551260], [-1.792420, 1.154080, 1.919941], [0.405987, 0.768394, 3.101020], [1.277702, 1.569575, 1.717392]],
  "forces_ev_per_angstrom": [[0.3, -0.4, 0.0], [-0.6, 0.1, 0.1], [0.4, 0.3, 0.1], [-0.1, -0.2, 0.0], [-0.2, 0.3, -0.1], [-0.2, -0.2, 0.4], [-0.2, 0.3, -0.2], [0.2, 0.2, -0.1], [0.1, -0.2, 0.0], [0.0, 0.0, 0.0], [-0.1, -0.2, 0.0], [0.1, 0.3, 0.0], [0.1, -0.3, 0.1], [0.2, -0.1, -0.1], [0.0, 0.0, -0.2], [0.1, 0.1, -0.1]]
}

---

{
  "formula": "C7H13NOPTm",
  "method": "ωB97M-V with the def2-TZVPD basis set",
  "multiplicity": 3,
  "s_squared": 2.0541,
  "energy_ev": -49822.20162,
  "homo_energy_ev": [-3.34, -5.42],
  "elements": ["C", "C", "C", "C", "C", "Tm", "P", "H", "H", "H", "H", "H", "H", "H", "H", "C", "C", "N", "O", "H", "H", "H", "H", "H"],
  "coordinates": [[-0.397192, 0.192842, -2.173627], [-1.188787, 1.256994, -1.663662], [-0.312682, 2.266385, -1.159763], [1.038625, 1.839868, -1.372907], [1.013612, 0.561828, -1.987207], [0.105330, 0.043467, 0.242242], [-0.061914, -2.712050, 0.381672], [-0.754509, -0.638135, -2.773140], [-2.266460, 1.337370, -1.723421], [-0.620218, 3.211714, -0.702020], [1.860883, 0.034140, -2.403860], [1.923175, 2.424679, -1.147409], [1.065735, -3.469859, -0.104007], [-1.148066, -3.430233, -0.231582], [-0.144504, -3.233191, 1.732871], [-0.421818, -0.575089, 3.544361], [-0.523588, 0.845665, 3.145581], [-0.766273, 1.806619, 4.018801], [-0.369941, 1.209150, 1.905008], [-0.528315, -0.653761, 4.637969], [0.576179, -0.990565, 3.287176], [-1.240488, -1.173011, 3.092105], [-0.835305, 2.775596, 3.716793], [-0.878079, 1.562577, 4.992726]],
  "forces_ev_per_angstrom": [[1.3, 0.9, -0.7], [0.9, 0.3, -0.1], [0.2, -0.4, -0.3], [-0.9, -0.1, -0.3], [-1.5, 0.3, -1.0], [0.6, -0.6, -0.3], [0.2, -0.9, 0.8], [0.1, 0.0, 0.3], [0.1, -0.1, 0.1], [0.2, -0.5, -0.2], [0.0, -0.1, 0.2], [-0.1, -0.1, 0.1], [-0.8, 0.1, 0.2], [0.5, -0.2, 0.1], [0.0, 0.1, -0.9], [-0.5, 0.7, 0.9], [0.1, -0.5, -2.6], [-0.3, 1.0, 1.7], [-0.5, 0.2, 3.0], [0.0, -0.1, -0.3], [0.0, -0.1, -0.5], [0.5, 0.0, -0.1], [0.1, -0.6, 0.1], [0.0, 0.4, -0.2]]
}

---

{
  "formula": "C7H6F6Se",
  "method": "ωB97M-V with the def2-TZVPD basis set",
  "smiles": "C[C@@]1(C=C(C(F)(F)F)C(F)(F)F)C[Se]1",
  "energy_ev": -89006.05768,
  "homo_energy_ev": -8.76,
  "de_lowest_kj_mol": 0.0,
  "elements": ["C", "C", "C", "C", "C", "F", "F", "F", "C", "F", "F", "F", "C", "Se", "H", "H", "H", "H", "H", "H"],
  "coordinates": [[-0.113684, -0.662124, -1.412978], [-0.607874, 0.217804, -0.305159], [-1.550445, -0.475703, 0.594553], [-2.511187, 0.032997, 1.429356], [-3.074381, -0.890287, 2.502616], [-2.699687, -2.129255, 2.490965], [-2.721389, -0.331334, 3.736727], [-4.421805, -0.925026, 2.400463], [-3.152620, 1.417247, 1.470295], [-2.246147, 2.394412, 1.736491], [-3.721380, 1.825420, 0.323050], [-4.107075, 1.509443, 2.366662], [0.217589, 1.187513, 0.453692], [-0.864958, 2.085881, -0.963263], [0.124777, -1.701768, -1.202823], [0.603683, -0.204195, -2.009776], [-0.870831, -0.615007, -2.105907], [-1.452465, -1.580956, 0.552912], [-0.154426, 1.442878, 1.469525], [1.211088, 1.277466, 0.172503]],
  "forces_ev_per_angstrom": [[0.2, -0.2, 1.0], [0.0, 0.2, 0.6], [-2.2, 0.5, 0.7], [0.9, -1.5, -0.8], [-0.9, 2.2, 0.4], [1.1, -1.2, -0.1], [-0.6, -0.9, -1.2], [0.1, 0.0, 0.5], [0.9, 1.2, -0.9], [0.0, -0.3, 0.6], [0.0, -0.8, -0.4], [-0.4, 0.0, 0.9], [-1.9, 0.4, 0.1], [0.1, -0.3, 0.4], [0.1, 0.0, 0.4], [2.1, 0.8, -0.4], [-2.3, -0.7, -1.6], [0.1, 0.8, 0.5], [0.8, -0.2, -0.9], [1.9, 0.0, 0.0]]
}

---

{
  "formula": "C11H9F2NP",
  "method": "ωB97M-V with the def2-TZVPD basis set",
  "smiles": "FC1=C[C@H](F)Cc2[pH][n+]3ccccc3c21",
  "energy_ev": -27760.00416,
  "charge": 1,
  "homo_energy_ev": -12.64,
  "elements": ["F", "C", "C", "C", "F", "C", "C", "P", "N", "C", "C", "C", "C", "C", "C", "H", "H", "H", "H", "H", "H", "H", "H", "H"],
  "coordinates": [[-0.084892, -1.206015, -2.504365], [0.815849, -0.879009, -1.569845], [2.103135, -1.197062, -1.703484], [3.069694, -0.871003, -0.599343], [3.052442, -1.920441, 0.305055], [2.693632, 0.411302, 0.150449], [1.229816, 0.463450, 0.413860], [0.429525, 1.181651, 1.871659], [-1.135948, 0.759436, 1.141680], [-2.328838, 1.035011, 1.697452], [-3.492644, 0.585065, 1.125626], [-3.424675, -0.188293, -0.036164], [-2.196110, -0.479383, -0.595987], [-1.040307, 0.011262, 0.006517], [0.330494, -0.150929, -0.408329], [2.447266, -1.779790, -2.541532], [4.097843, -0.815962, -0.971849], [2.982008, 1.272227, -0.461178], [3.262426, 0.457178, 1.081722], [0.398497, 2.504222, 1.397951], [-2.317222, 1.621188, 2.605631], [-4.441336, 0.822490, 1.578079], [-4.328213, -0.560371, -0.492902], [-2.122444, -1.076225, -1.490703]],
  "forces_ev_per_angstrom": [[-0.1, 0.0, 0.0], [0.8, -0.1, -0.2], [-0.3, 0.1, 0.1], [0.0, 0.4, -0.1], [0.0, -0.3, 0.3], [0.2, -0.3, 0.0], [-0.6, -0.3, -0.3], [0.2, -0.2, -0.2], [-0.3, -0.3, -0.3], [-0.4, 0.0, 0.1], [0.1, 0.0, -0.1], [0.3, 0.1, 0.2], [0.0, 0.0, 0.1], [-0.4, 0.0, 0.0], [0.8, 0.5, 0.6], [0.0, 0.0, -0.2], [-0.2, 0.2, 0.0], [0.0, 0.1, 0.0], [0.1, 0.0, -0.1], [0.1, 0.3, 0.0], [0.0, 0.0, 0.0], [0.0, 0.1, 0.1], [-0.1, 0.0, 0.0], [0.1, 0.0, 0.0]]
}

---

{
  "formula": "C5H6N",
  "method": "ωB97M-V with the def2-TZVPD basis set",
  "energy_ev": -6757.66064,
  "charge": 1,
  "homo_energy_ev": -13.65,
  "de_lowest_kj_mol": 725.3,
  "elements": ["C", "C", "C", "C", "C", "N", "H", "H", "H", "H", "H", "H"],
  "coordinates": [[-1.150512, 0.986530, -1.201959], [-1.855040, 1.079033, -2.297864], [0.157269, 0.986254, -0.469298], [-1.069437, 0.403232, 0.182628], [0.156902, -0.441819, -0.139848], [1.039619, -0.993315, 0.904449], [0.809475, 1.849025, -0.402522], [-1.758880, 0.598120, 0.901660], [-0.038871, -1.247718, -0.794331], [0.461560, -1.730194, 1.252384], [1.281047, -0.111738, 1.395531], [1.966867, -1.377412, 0.669172]],
  "forces_ev_per_angstrom": [[0.4, -1.1, -0.1], [0.5, 0.1, 0.8], [-1.0, 1.0, -0.7], [2.5, 0.3, -2.5], [-0.9, -0.8, -1.2], [0.8, 2.3, -0.2], [0.1, -0.3, 0.3], [-1.4, 0.4, 2.5], [0.1, -0.4, -1.5], [-0.1, -0.4, 1.9], [-0.4, -1.2, 1.5], [-0.5, 0.0, -0.8]]
}

---

{
  "formula": "C23H17Cl2N5O4",
  "method": "ωB97M-V with the def2-TZVPD basis set",
  "smiles": "COc1ncc2cc(C(=O)Nc3cc(C(=O)NCc4cccc(Cl)c4)ccc3Cl)c(=O)[nH]c2n1",
  "energy_ev": -64815.23894,
  "homo_energy_ev": -8.67,
  "de_lowest_kj_mol": 1.0,
  "elements": ["C", "O", "C", "N", "C", "C", "C", "C", "C", "O", "N", "C", "C", "C", "C", "O", "N", "C", "C", "C", "C", "C", "C", "Cl", "C", "C", "C", "C", "Cl", "C", "O", "N", "C", "N", "H", "H", "H", "H", "H", "H", "H", "H", "H", "H", "H", "H", "H", "H", "H", "H", "H"],
  "coordinates": [[-9.077461, -2.928363, -0.048235], [-8.514371, -1.743928, -0.590594], [-7.261562, -1.479887, -0.280651], [-6.600297, -2.328147, 0.519027], [-5.348108, -2.050845, 0.799364], [-4.701179, -0.917710, 0.294816], [-3.352484, -0.542853, 0.509824], [-2.829236, 0.588697, -0.036139], [-1.375661, 0.854897, 0.224571], [-0.707227, 0.036613, 0.833993], [-0.915903, 2.028726, -0.268833], [0.380425, 2.524713, -0.229222], [1.422968, 1.863327, 0.413992], [2.711556, 2.381904, 0.404012], [3.864676, 1.691366, 1.058508], [4.852603, 2.292291, 1.434717], [3.729635, 0.350570, 1.191223], [4.783241, -0.469489, 1.735929], [5.576507, -1.219036, 0.690521], [6.922345, -1.488991, 0.908533], [7.660344, -2.191000, -0.026551], [7.071747, -2.632380, -1.199324], [5.731891, -2.360071, -1.414110], [4.972658, -2.900967, -2.872704], [4.981076, -1.663183, -0.481572], [2.959775, 3.596861, -0.226566], [1.934883, 4.272600, -0.860957], [0.657968, 3.740207, -0.870179], [-0.613798, 4.596064, -1.680324], [-3.659701, 1.467937, -0.853916], [-3.308198, 2.516761, -1.370688], [-4.960829, 1.037931, -1.041638], [-5.503784, -0.087372, -0.524210], [-6.767637, -0.366914, -0.807586], [-9.097566, -2.880212, 1.042213], [-10.087899, -2.981706, -0.445638], [-8.500139, -3.803998, -0.350863], [-4.835491, -2.750458, 1.446233], [-2.710761, -1.169993, 1.113568], [-1.590498, 2.602749, -0.786068], [1.185526, 0.952674, 0.939077], [2.916890, -0.107968, 0.815851], [4.349368, -1.187328, 2.442918], [5.449735, 0.203427, 2.282170], [7.393216, -1.141454, 1.815963], [8.705659, -2.392598, 0.152301], [7.641114, -3.175898, -1.936291], [3.939432, -1.469880, -0.683732], [3.961386, 3.996729, -0.208813], [2.120572, 5.213547, -1.354025], [-5.557397, 1.622044, -1.619889]],
  "forces_ev_per_angstrom": [[-0.2, -0.4, 0.2], [0.0, 0.3, -0.2], [0.9, 0.3, 0.1], [-0.5, -0.4, 0.1], [0.2, 0.5, -0.3], [-0.5, 0.1, -0.2], [0.2, 0.4, -0.2], [0.0, -0.5, 0.3], [-0.1, 0.0, 0.0], [0.1, -0.1, 0.1], [-0.3, 0.4, -0.2], [0.4, 0.1, 0.0], [0.2, -0.1, 0.1], [-0.2, 0.4, -0.2], [-0.1, 0.0, 0.0], [0.1, 0.1, 0.0], [-0.2, -0.4, 0.1], [0.1, 0.0, 0.2], [0.1, 0.0, -0.1], [-0.1, 0.0, 0.0], [0.0, 0.0, 0.0], [0.0, 0.0, 0.0], [0.1, 0.0, 0.2], [-0.1, -0.1, -0.2], [0.1, 0.0, 0.0], [0.1, -0.2, 0.1], [-0.1, -0.1, 0.0], [0.1, -0.1, 0.1], [0.0, 0.0, 0.0], [-0.1, 0.0, 0.0], [0.0, 0.1, -0.1], [-0.2, 0.2, -0.2], [-0.1, -0.8, 0.5], [-0.3, 0.2, -0.2], [0.0, 0.0, -0.1], [0.1, 0.0, 0.0], [-0.1, 0.1, 0.0], [0.2, 0.0, 0.1], [0.1, 0.0, 0.0], [0.0, -0.3, 0.2], [0.0, 0.0, 0.0], [0.0, 0.2, 0.0], [0.1, 0.1, 0.0], [-0.1, -0.2, 0.0], [0.1, 0.1, 0.1], [0.1, 0.0, 0.0], [0.0, 0.0, -0.1], [-0.1, 0.0, -0.1], [0.1, 0.0, 0.0], [0.0, 0.1, -0.1], [0.1, -0.1, 0.1]]
}